DFT (ωB97M-V with the def2-TZVPD basis set) results for 2 unconnected molecules or ions with the total composition C9H14O in a non-equilibrium geometry.

```
24
C9H14O, DFT ωB97M-V with the def2-TZVPD basis set
C -2.22 1.99 0.41
C -1.39 0.74 0.71
C -0.18 0.81 1.40
C 0.50 -0.36 1.66
C 0.04 -1.60 1.20
O 0.74 -2.77 1.44
C -1.21 -1.68 0.64
C -1.86 -0.49 0.26
H -2.60 2.35 1.36
H -3.06 1.82 -0.26
H -1.47 2.66 -0.02
H 0.12 1.78 1.74
H 1.45 -0.31 2.16
H 1.33 -2.54 2.15
H -1.79 -2.59 0.53
H -2.76 -0.59 -0.33
C 1.36 0.61 -1.46
C 2.24 -0.32 -2.33
H 1.88 0.62 -0.50
H 1.12 1.46 -2.10
H 0.38 0.19 -1.21
H 1.56 -0.83 -3.01
H 2.68 -1.15 -1.75
H 3.14 0.17 -2.70
```

Computed properties:
relative energy (zero: lowest compared OMol25 entry of this formula, charge and spin) = 92.9 kJ/mol
E_HOMO = -8.54 eV
HOMO-LUMO gap = 9.432 eV
SMILES = Cc1ccc(O)cc1.CC
molar mass = 138.210 g mol⁻¹
total energy = -426.53740 Ha


DFT (ωB97M-V with the def2-TZVPD basis set) results for 2 unconnected molecules or ions with the total composition C9H14O in a non-equilibrium geometry.

```
24
C9H14O, DFT ωB97M-V with the def2-TZVPD basis set
C -1.01 0.07 -2.85
C -0.49 0.55 -1.52
C 0.88 0.71 -1.32
C 1.38 1.14 -0.08
C 0.51 1.17 0.99
O 1.00 1.31 2.26
C -0.86 1.01 0.83
C -1.35 0.74 -0.44
H -1.23 -0.99 -2.76
H -0.30 0.23 -3.66
H -1.93 0.60 -3.10
H 1.58 0.73 -2.15
H 2.43 1.27 0.03
H 1.97 1.32 2.27
H -1.47 1.13 1.70
H -2.40 0.53 -0.60
C 0.45 -2.24 1.35
C -0.50 -2.99 0.44
H 1.09 -1.61 0.73
H -0.05 -1.60 2.07
H 1.15 -2.87 1.89
H -1.50 -3.03 0.86
H -0.25 -4.04 0.32
H -0.67 -2.61 -0.57
```

Computed properties:
relative energy (zero: lowest compared OMol25 entry of this formula, charge and spin) = 33.9 kJ/mol
E_HOMO = -8.37 eV
HOMO-LUMO gap = 9.260 eV
SMILES = Cc1ccc(O)cc1.CC
molar mass = 138.210 g mol⁻¹
total energy = -426.55988 Ha